C31H41N5O5ReS2 | ωB97M-V/def2-TZVPD

Geometry (Å):
Re (-0.1052, -1.2457, 0.3035)
C (-5.7045, 2.5939, 1.5449)
C (-4.4410, 3.2609, 0.9242)
C (-4.8608, 3.9739, -0.3880)
C (-4.0989, 4.3705, 1.9598)
C (-3.2610, 2.2967, 0.7593)
C (-2.8367, 1.5305, 1.8652)
C (-1.8870, 0.5630, 1.7443)
N (-1.3888, 0.2662, 0.5315)
C (-1.6774, 1.0095, -0.5619)
C (-2.6669, 2.0126, -0.4571)
C (-0.9689, 0.5724, -1.7881)
C (-1.1250, 0.9954, -3.1075)
C (-0.2581, 0.5690, -4.1075)
C (0.8700, -0.1503, -3.6928)
C (0.8966, -0.7355, -2.4142)
N (-0.0261, -0.3914, -1.4973)
C (-0.5953, 0.8248, -5.5357)
C (-2.0559, 0.4062, -5.8638)
C (-0.4740, 2.2998, -6.0157)
C (0.3322, -0.0206, -6.4098)
H (-6.4616, 3.3926, 1.6049)
H (-5.6030, 2.1453, 2.5674)
H (-6.0790, 1.7733, 0.9341)
H (-5.6127, 4.7462, -0.1842)
H (-5.3732, 3.3151, -1.1391)
H (-4.0325, 4.5631, -0.8574)
H (-4.9236, 5.0989, 2.1078)
H (-3.1925, 4.9305, 1.6722)
H (-3.9018, 3.9002, 2.9408)
H (-3.1771, 1.7309, 2.8640)
H (-1.5794, -0.0727, 2.5774)
H (-2.9727, 2.5700, -1.3533)
H (-2.0544, 1.5347, -3.3376)
H (1.7346, -0.2799, -4.3171)
H (1.6641, -1.4256, -2.0898)
H (-2.8001, 1.0113, -5.3505)
H (-2.3698, -0.6261, -5.5118)
H (-2.3168, 0.4541, -6.9490)
H (-1.1375, 3.0002, -5.4532)
H (-0.6795, 2.3621, -7.1073)
H (0.5397, 2.6991, -5.8492)
H (0.4471, -1.0423, -6.0074)
H (1.3282, 0.4885, -6.5183)
H (-0.1012, -0.0709, -7.4687)
S (-3.3956, -4.4759, -0.0940)
C (-2.4444, -4.3732, -1.5314)
C (-1.5649, -3.3088, -1.4853)
N (-1.6596, -2.5719, -0.3145)
C (-2.5397, -3.1312, 0.5037)
H (-2.5381, -5.1460, -2.3153)
H (-0.8269, -3.0538, -2.2306)
H (-2.7216, -2.7361, 1.4913)
C (3.0536, -3.0323, 4.8633)
C (3.3036, -1.5346, 4.6275)
N (4.5713, -1.1787, 3.9732)
C (5.7757, -1.6853, 4.6869)
C (6.6102, -2.5785, 3.7808)
C (4.8057, -0.2166, 3.0144)
O (5.9290, 0.2717, 2.8387)
C (3.6851, 0.1710, 2.0916)
C (3.8373, 1.3879, 1.3232)
C (2.7416, 1.9272, 0.6684)
C (1.5756, 1.2081, 0.6486)
N (1.5248, -0.1247, 1.0497)
C (2.5448, -0.5872, 1.8541)
H (2.0030, -3.1182, 5.1478)
H (3.6454, -3.3605, 5.7293)
H (3.2370, -3.6428, 3.9496)
H (3.3482, -1.0491, 5.6522)
H (2.4800, -1.0243, 4.1584)
H (5.4461, -2.1927, 5.6092)
H (6.3880, -0.8199, 4.9567)
H (6.1328, -3.5420, 3.5637)
H (7.5335, -2.8311, 4.3193)
H (6.8360, -1.9937, 2.8442)
H (4.8208, 1.8526, 1.2853)
H (2.6816, 2.8730, 0.1913)
H (0.6217, 1.5684, 0.2655)
H (2.4833, -1.6301, 2.2158)
O (0.3464, -4.8558, 0.7903)
S (1.0433, -3.6273, 1.0495)
O (2.3723, -3.6537, 1.6191)
O (0.1764, -2.6517, 1.9262)
O (1.1242, -2.7323, -0.2860)

Forces on atoms 1 to 6 (eV/Å):
Re 2.142 -4.162 2.095
C -0.017 -0.598 0.204
C -0.628 1.098 0.399
C -0.037 0.064 -0.700
C 0.847 0.035 0.349
C -1.052 -0.372 0.654

The value obtained for the electronic energy is -74287.9466 eV. For the HOMO energy (spin up / spin down), the calculation gives -13.2 / -13.2 eV. Its energy above the lowest of the compared OMol25 structures with the same formula, charge and spin is 0.0 kJ/mol. Its multiplicity is 4. The charge is +2. Its expectation value of S² is 3.77.

Atomic partial charges in e from the Mulliken method, atoms 1 to 4: atom 1 (Re): 0.457, atom 2 (C): -1.486, atom 3 (C): 1.642, atom 4 (C): -1.943